This record from OMol25 describes a 4-piece molecular cluster, C2H15N2O3 overall in a non-equilibrium geometry. The level of theory is ωB97M-V/def2-TZVPD.

E_HOMO (spin up / spin down) = -2.771 / -9.640 eV
Electronic energy = -420.2694 hartree
Spin multiplicity = 2
<S²> = 0.75
Energy above the lowest of the compared OMol25 structures with the same formula, charge and spin = 82.73 kJ/mol
Gap between HOMO and LUMO (spin up / spin down) = 3.11 / 9.87 eV
Strongest force on any atom = 2.5 eV Å⁻¹

```
22
Properties=species:S:1:pos:R:3:forces:R:3
C 0.288612 -3.215472 0.334350 -0.2 -1.2 1.2
N -0.205647 -3.484775 1.715370 0.8 -0.3 -0.1
C -0.558715 -2.047526 -0.133432 1.2 -0.5 -2.1
N -0.445905 -0.789739 0.688366 1.2 -1.1 -0.7
H 0.229213 -4.134268 -0.262462 -1.2 0.2 -0.6
H 1.384419 -3.176076 0.186629 -0.4 1.3 1.0
H -1.042331 -4.052438 1.637856 -0.1 0.1 0.0
H 0.435345 -4.034494 2.279263 0.1 0.1 -0.1
H -1.593084 -2.317843 -0.332364 0.0 0.0 0.5
H -0.153847 -1.822276 -1.136230 -0.3 0.4 0.3
H -1.238444 -0.621713 1.317125 -0.2 0.0 0.4
H 0.537811 -0.826523 1.239607 -1.1 0.5 -0.6
H -0.432088 -0.075470 -0.057994 0.4 0.7 0.6
H -0.224740 3.926036 -2.615605 -0.6 -0.2 0.3
H 1.150467 3.808519 -3.084564 0.7 -0.2 -0.1
O 0.496520 3.292667 -2.611875 -0.1 0.9 -0.3
H -0.603748 6.193033 1.896318 0.4 0.4 -0.3
H 0.187418 4.840407 1.968272 0.1 0.3 -0.1
O -0.636154 5.287534 2.180293 -0.4 -0.8 0.4
H 0.524533 1.808480 -1.784341 -0.4 -0.7 0.1
H 1.415410 0.606903 -1.789813 -0.2 -0.4 0.2
O 0.484949 0.835038 -1.634779 0.6 0.4 -0.1
```
Forces are in eV/Å.